[1]
The following is a quantum chemistry calculation of a cluster of 2 separate species, C21H36Cl5F3N2O3S2 in total in a non-equilibrium geometry, from the OMol25 dataset.

Geometry as XYZ:
```
72
Properties=species:S:1:pos:R:3:forces:R:3:mulliken_charge:R:1
C 2.757132 1.620887 2.374617 -0.29 0.14 -0.08 -0.845
C 1.541262 1.787402 1.871622 0.37 -0.21 0.13 -0.209
N 0.880777 0.782114 1.093764 -0.03 0.55 -0.26 0.334
C 0.913850 1.064269 -0.353675 -0.01 0.07 -0.02 0.011
C 2.269073 1.504938 -0.882753 -0.23 0.02 -0.21 -0.752
C 2.303324 1.421906 -2.419033 0.19 0.23 -0.01 -0.917
S 3.488009 0.169140 -3.022930 -0.32 -0.17 -0.10 -0.242
C 4.561939 1.169166 -4.056428 0.08 0.88 -0.14 0.119
S 5.840608 1.907788 -3.344471 0.18 -0.08 0.00 -0.240
N 4.286785 1.313676 -5.392076 0.06 -2.10 0.39 0.188
C 3.121284 0.590905 -5.951251 -0.01 0.44 -0.22 -0.764
C 3.314330 -0.885509 -6.255797 -0.12 -0.15 -0.02 -0.906
C 5.460100 1.302541 -6.285088 0.22 1.01 -0.41 -0.663
C 5.860250 2.709576 -6.759145 -0.30 -0.17 -0.35 -1.179
C -0.518357 0.663735 1.475740 0.14 -0.57 -0.35 -1.771
C -0.841197 -0.226388 2.698003 0.13 0.56 0.06 0.814
Cl 0.276385 -1.610779 2.694399 -0.14 -0.22 0.00 -0.147
O -2.188473 -0.537923 2.561479 0.37 -0.14 0.03 -0.258
C -2.724732 -1.866056 2.678059 -1.05 -0.34 0.05 0.521
C -4.010815 -1.810774 1.837864 0.22 0.44 0.07 -1.300
C -5.193423 -1.061549 2.477019 -0.21 -0.13 -0.55 -0.561
C -6.306302 -1.998124 2.943208 -0.09 -0.05 0.03 -0.664
O -6.995623 -1.448286 4.063640 0.09 -0.04 0.01 -0.543
C -3.045397 -2.285089 4.114032 0.29 -0.16 -0.01 -0.818
C -1.924588 -2.911103 4.947132 -0.20 0.02 0.10 -0.582
C -1.428637 -4.238633 4.396137 -0.21 -0.17 0.36 -0.615
O -2.401970 -5.270918 4.634854 0.09 0.05 -0.15 -0.545
C -0.669317 0.550574 4.059408 0.02 -0.26 -0.16 0.748
F -1.608320 0.200787 4.931551 -0.41 -0.17 0.29 -0.232
F -0.783072 1.867582 3.875579 -0.21 0.45 -0.16 -0.312
F 0.496354 0.348197 4.651353 0.62 -0.14 0.12 -0.283
H 3.375662 0.779526 2.089018 -0.15 -0.20 0.33 0.258
H 3.137751 2.342039 3.085835 0.24 0.15 -0.30 0.267
H 1.010940 2.726048 2.037959 -0.24 -0.11 0.23 0.274
H 0.170076 1.833973 -0.594001 0.07 0.08 -0.10 -0.299
H 0.593316 0.164175 -0.888459 0.03 -0.11 0.16 0.412
H 3.059725 0.885352 -0.463659 0.04 0.06 0.07 0.502
H 2.454369 2.540114 -0.596086 0.14 -0.08 0.16 0.259
H 2.616041 2.371881 -2.850399 0.03 -0.03 0.01 0.538
H 1.323720 1.189441 -2.838942 -0.04 -0.03 0.06 0.513
H 2.288539 0.739941 -5.268567 -0.04 -0.05 -0.06 0.256
H 2.866852 1.103272 -6.882285 0.02 0.10 0.04 0.453
H 4.183083 -1.071472 -6.885562 0.04 0.02 0.02 0.316
H 3.396052 -1.492333 -5.356362 0.07 0.08 0.08 0.251
H 2.442013 -1.238843 -6.809697 0.00 -0.01 0.02 0.388
H 5.212991 0.716192 -7.167793 -0.11 -0.11 0.10 0.382
H 6.302709 0.818229 -5.795250 -0.11 0.00 0.21 0.494
H 5.464177 3.467734 -6.089654 0.24 0.02 0.14 0.305
H 5.436007 2.897360 -7.748680 -0.03 0.07 0.04 0.343
H 6.939703 2.804330 -6.860209 0.02 0.06 0.18 0.311
H -1.013633 1.632762 1.587042 -0.05 0.03 0.10 0.341
H -1.021886 0.143628 0.659311 -0.03 -0.02 0.04 0.634
H -2.105179 -2.615507 2.184665 0.46 0.31 0.06 0.394
H -4.291737 -2.832293 1.570720 -0.06 -0.01 0.03 0.569
H -3.740351 -1.294370 0.915371 0.04 -0.18 -0.11 0.370
H -4.884753 -0.395059 3.279977 0.06 -0.13 0.11 0.268
H -5.620878 -0.424941 1.699733 0.00 0.18 0.15 0.441
H -7.014402 -2.137227 2.118352 -0.03 -0.04 0.03 0.328
H -5.918438 -2.994237 3.175409 0.12 0.08 0.15 0.343
H -7.198516 -2.160585 4.675084 -0.06 0.06 -0.02 0.313
H -3.833594 -3.040473 4.047980 -0.05 0.06 0.02 0.429
H -3.450292 -1.423754 4.641627 -0.12 -0.01 0.00 0.378
H -2.349893 -3.137233 5.930020 0.06 0.06 0.04 0.372
H -1.104378 -2.219287 5.134460 0.08 -0.03 -0.20 0.342
H -1.275888 -4.212309 3.318258 0.17 0.07 -0.01 0.190
H -0.492654 -4.506906 4.889266 0.13 0.01 -0.18 0.371
H -2.103255 -5.794379 5.381522 -0.08 0.01 0.02 0.333
Cl -3.164081 4.923603 -0.731426 -0.01 0.01 0.01 -0.097
C -2.317666 3.802919 -1.796695 -0.03 0.00 0.00 0.319
Cl -2.479401 2.159500 -1.162985 -0.09 0.03 -0.05 -0.034
Cl -3.016120 3.877160 -3.414938 -0.01 0.00 -0.02 -0.104
Cl -0.607968 4.247974 -1.876766 0.02 -0.01 0.00 -0.105
```
Forces are in eV/Å.

Computed properties:
Net charge: 0
SMILES string: C=CN(CCCSC(=S)N(CC)CC)C[C@](Cl)(OC(CCCO)CCCO)C(F)(F)F.ClC(Cl)(Cl)Cl
Energy: -123916.3308 eV
Maximum force: 2.14 eV Å⁻¹
E_HOMO: -7.97 eV
Frontier orbital gap: 8.0498 eV

[2]
The following is a quantum chemistry calculation of the ion CH3O2S2 with charge -1 in a non-equilibrium geometry, from the OMol25 dataset.

Geometry as XYZ:
```
8
Properties=species:S:1:pos:R:3:forces:R:3:mulliken_charge:R:1
C -0.944405 -0.853930 1.977171 -0.16 0.13 -5.66 -0.603
O -2.039203 -2.739690 0.012274 2.59 0.85 0.38 -0.663
O 0.227655 -0.037186 1.821916 -1.83 -2.58 4.02 -0.412
S 1.068325 -2.062441 0.002557 0.51 0.26 -1.46 -0.529
S -0.639661 -2.613067 0.739907 -3.20 0.07 1.71 0.264
H -1.982201 -0.558646 1.532815 2.17 0.27 0.46 0.178
H -1.141876 -1.429729 2.766313 0.26 -1.41 3.93 0.446
H -0.077223 0.433716 1.117017 -0.34 2.41 -3.39 0.321
```
Forces are in eV/Å.

Computed properties:
Net charge: -1
Energy: -26850.0539 eV
ΔE to the lowest compared entry with this formula, charge and spin: 2.842 eV
Maximum force: 5.66 eV Å⁻¹
E_HOMO: -2.76 eV
Frontier orbital gap: 6.6333 eV

- Which of these has the lowest maximum force?
  C21H36Cl5F3N2O3S2

- Among the records above, which one has the lowest maximum force?
  C21H36Cl5F3N2O3S2